Record 1
ORCA calculation (ωB97M-V/def2-TZVPD) on a structure of composition C15H17CuN4O4S in a non-equilibrium geometry.

Results
- Gap between HOMO and LUMO: 0.215 hartree
- HOMO level: -7.1 eV

The geometry in ORCA input format:
```
! RIJCOSX wB97M-V def2-TZVPD def2/J DEFGRID3
* xyz 0 1
H -1.743 -1.548 3.666
O 5.177 2.698 -4.858
C -3.251 -0.702 2.758
H -3.728 -1.181 4.736
H -3.882 1.261 5.463
C -1.890 1.068 4.521
N 4.927 -0.261 -4.194
H 3.524 -2.161 -1.845
C -3.957 -0.422 3.991
H -1.630 1.982 5.081
C 1.198 -0.662 -2.372
H 1.556 -2.350 -1.114
N -1.397 -0.756 -1.289
H -0.259 1.750 3.374
C 3.620 -1.376 -2.576
C 0.211 0.215 -2.799
O -3.712 -0.310 1.669
C -0.487 -1.697 -0.990
O 4.446 1.329 -6.815
N 2.683 0.417 -3.833
H 0.514 0.946 -3.522
H 0.032 -0.547 2.825
C -1.031 0.162 -2.193
S 4.125 1.954 -5.552
N -1.912 -1.115 2.776
O 2.870 2.666 -5.553
C -0.886 -0.082 2.424
H -3.838 1.723 3.836
H -5.045 -0.398 3.815
C -3.481 0.949 4.487
C 2.555 -0.547 -2.910
H -1.746 1.893 2.489
C 3.873 0.552 -4.390
H -0.697 -0.059 1.370
C -1.191 1.250 3.133
H 5.645 -1.920 -3.272
H -1.772 0.929 -2.427
C 0.804 -1.658 -1.468
H -1.455 0.274 5.142
C 4.786 -1.226 -3.337
H -0.786 -2.432 -0.277
Cu -2.770 -0.611 0.031
*
```

Record 2
ORCA calculation (ωB97M-V/def2-TZVPD) on a structure of composition C15H17F3GdIN2O2PS6Sb in a non-equilibrium geometry.

Results
- <S²>: 16.073
- Gap between HOMO and LUMO (alpha / beta): 0.212 / 0.211 hartree
- HOMO level (alpha / beta): -1.7 / -1.6 eV

The geometry in ORCA input format:
```
! RIJCOSX wB97M-V def2-TZVPD def2/J DEFGRID3
* xyz -2 8
H 2.050 3.975 3.289
H 2.874 4.611 5.552
H -1.802 2.521 0.156
S -2.592 0.500 1.774
I -0.442 0.064 -4.046
S -0.894 -2.649 1.809
O 0.382 0.707 3.531
C 1.304 -3.268 -0.828
P 1.583 1.140 2.535
F 5.267 -1.239 -2.808
C 2.132 3.231 4.083
H -1.115 -0.928 5.140
C 2.113 -1.198 -1.576
H 1.802 -0.042 4.870
N -1.286 1.533 -1.566
H 3.214 2.907 5.921
Sb -2.991 -1.763 1.081
C -1.484 1.463 -2.874
C 3.057 -3.283 -2.408
H -3.421 4.046 -0.897
C 0.732 0.144 4.812
S 0.731 2.382 1.254
H 0.480 0.915 5.548
H 4.140 3.738 4.662
C 4.015 -1.260 -3.355
H -2.466 2.172 -4.644
C 3.020 -1.896 -2.432
H 2.201 -5.080 -1.571
F 3.750 -0.021 -3.751
Gd -0.295 -0.289 0.459
C -0.041 -1.120 5.088
H 0.574 -3.749 -0.183
S 2.586 -0.445 1.991
H 0.299 -1.542 6.042
S -2.254 -1.465 -1.166
H 0.118 -1.844 4.295
F 4.150 -2.003 -4.504
C -1.974 2.472 -0.906
C -2.358 2.287 -3.575
C -2.881 3.330 -1.505
H -3.784 3.876 -3.382
O 2.564 1.989 3.539
C -3.080 3.230 -2.869
H 3.762 -3.803 -3.047
N 1.269 -1.948 -0.810
C 3.153 3.646 5.119
S 1.957 0.491 -1.383
C 2.197 -3.998 -1.596
H 1.140 3.122 4.533
*
```

Record 3
ORCA calculation (ωB97M-V/def2-TZVPD) on a structure of composition C15H17F5N2Pb in a non-equilibrium geometry.

Results
- Gap between HOMO and LUMO (alpha / beta): 0.201 / 0.228 hartree
- HOMO level (alpha / beta): -6.3 / -6.9 eV

The geometry in ORCA input format:
```
! RIJCOSX wB97M-V def2-TZVPD def2/J DEFGRID3
* xyz 0 1
C -2.707 -0.955 1.169
C -0.960 -0.504 3.367
C 1.788 0.015 -1.842
H -1.701 3.653 -0.274
C 1.135 -3.861 -0.234
H -0.803 -3.048 0.141
H -4.063 0.645 -0.976
N 0.342 -1.715 -0.944
C -3.360 1.349 -1.523
C 2.130 2.644 -2.617
C 0.956 2.167 -2.027
C 3.209 1.778 -2.763
N 0.770 0.882 -1.711
Pb -1.838 0.579 -0.137
F -0.012 -0.493 4.324
C 0.151 -2.872 -0.322
H -3.320 1.044 -2.569
H 3.205 -4.338 -0.793
H -1.860 3.185 1.470
H 0.934 -4.800 0.261
F 0.105 1.367 2.386
H -3.685 -0.578 0.671
C 1.566 -1.396 -1.391
H 4.154 2.107 -3.187
H -2.881 -0.778 2.239
C -1.449 2.860 0.480
H 0.137 2.831 -1.799
H -0.332 2.865 0.577
H -2.706 -2.026 0.971
C -0.440 0.152 2.080
H 2.168 3.680 -2.940
H -3.591 2.374 -1.283
C 3.039 0.453 -2.327
F -2.062 0.174 3.860
H 3.884 -0.244 -2.355
C 2.394 -3.605 -0.785
C 2.617 -2.342 -1.344
F 0.560 -0.610 1.509
F -1.248 -1.825 3.164
H 3.600 -2.034 -1.730
*
```

Record 4
ORCA calculation (ωB97M-V/def2-TZVPD) on a structure of composition C15H17IrNSSi.

Results
- Gap between HOMO and LUMO: 0.275 hartree
- HOMO level: -11.7 eV

The geometry in ORCA input format:
```
! RIJCOSX wB97M-V def2-TZVPD def2/J DEFGRID3
* xyz 1 1
C -0.053 1.326 -2.261
H -3.635 -4.178 1.609
C -1.765 1.215 -3.946
H -3.646 -3.509 -0.792
S -2.227 -3.155 -3.179
H 2.686 1.583 -0.897
H 0.753 1.886 -1.812
C -0.379 0.052 -1.798
C -1.791 -2.041 -2.090
C 0.148 2.436 0.977
H -0.106 2.785 -0.021
Si 1.125 0.869 0.961
C -0.741 1.910 -3.313
C -2.850 -3.208 -0.130
H -2.311 1.662 -4.765
C -1.757 -3.196 1.996
N -0.817 -2.021 0.145
C -2.831 -3.583 1.199
H -1.683 -3.484 3.035
H 3.463 0.334 0.123
H -2.857 -0.621 -4.015
Ir 0.721 -0.869 -0.433
C 2.527 0.679 -0.314
H 2.200 1.064 3.155
C -0.773 -2.422 1.433
C 1.582 0.300 2.673
C -1.397 -0.658 -2.452
C -2.072 -0.062 -3.525
H 0.082 -2.092 2.009
H 2.337 -0.096 -1.146
H -0.469 2.905 -3.642
H 0.689 0.174 3.288
H -0.780 2.282 1.531
H 2.152 -0.631 2.682
C -1.820 -2.426 -0.643
H 0.712 3.219 1.491
*
```

Record 5
ORCA calculation (ωB97M-V/def2-TZVPD) on a structure of composition C15H17N2O12PReS.

Results
- <S²>: 3.780
- Gap between HOMO and LUMO (alpha / beta): 0.259 / 0.196 hartree
- HOMO level (alpha / beta): -8.0 / -8.0 eV

The geometry in ORCA input format:
```
! RIJCOSX wB97M-V def2-TZVPD def2/J DEFGRID3
* xyz 0 4
H 0.558 5.158 1.110
C 3.322 -2.253 -0.584
C -2.527 0.837 -1.276
H -4.178 0.952 -2.638
H 3.147 -2.657 0.411
C -3.651 -1.451 -0.344
N -0.480 0.289 1.997
H -1.994 -1.425 1.036
O -5.829 -2.517 -1.678
H 1.288 -3.518 2.185
H -0.344 -2.819 2.311
O -0.604 2.169 -1.054
O -0.126 -1.870 -1.693
H -1.053 -1.462 -3.454
O 0.589 -2.644 0.481
C -2.494 -0.950 0.204
O 0.217 2.921 1.275
H 3.424 -3.067 -1.298
O 2.403 1.441 2.119
H 0.739 -1.445 -3.527
H 2.288 3.045 3.363
C -4.265 -0.795 -1.406
O -6.015 -0.653 -2.955
H 4.350 1.404 1.393
H -0.141 -0.079 -2.787
C 0.660 -2.671 1.921
O 2.231 -1.412 -0.995
H 4.213 -1.630 -0.599
C 1.232 3.493 1.616
C -0.824 0.075 3.113
C 3.369 0.963 1.204
S -1.289 -0.240 4.588
O 3.910 1.154 -1.101
H 1.085 -1.748 2.310
C 3.040 1.168 -0.273
H -4.108 -2.367 0.006
C -3.693 0.397 -1.846
H 3.339 3.303 1.969
P 0.744 -1.408 -0.474
O 1.760 1.366 -0.577
O 1.369 4.802 1.511
C -1.796 2.075 -1.683
Re 0.022 0.827 0.202
C -5.527 -1.377 -2.072
H 3.450 -0.111 1.386
C 2.409 2.832 2.297
C -0.139 -1.158 -2.953
O -2.173 2.889 -2.470
N -1.910 0.167 -0.270
*
```

Record 6
ORCA calculation (ωB97M-V/def2-TZVPD) on a structure of composition C15H17N2SbSe4Ta.

Results
- Gap between HOMO and LUMO: 0.224 hartree
- HOMO level: -11.4 eV

The geometry in ORCA input format:
```
! RIJCOSX wB97M-V def2-TZVPD def2/J DEFGRID3
* xyz 1 1
H 4.158 -1.057 0.477
H 1.349 -2.230 0.079
H 0.254 2.072 3.933
C -3.416 -1.683 -1.181
N -2.143 0.026 -2.037
N -0.243 -0.221 0.030
Se 3.536 -0.732 -5.225
C 1.774 0.595 3.613
C 0.633 1.305 3.269
Ta -0.109 0.261 -1.997
H -3.788 -2.453 -0.523
H 2.455 -2.633 1.369
C 0.478 0.040 1.261
H -1.598 -1.469 1.010
H -0.260 3.239 0.515
C -0.042 1.040 2.084
H -2.140 1.087 1.623
C -1.197 2.679 0.505
H 3.057 -0.538 -0.789
C -3.183 -0.236 -2.868
Sb 1.711 -0.239 -3.955
C 2.138 -1.820 0.714
C -2.296 -0.896 -0.958
C -1.367 -0.902 0.111
H 2.285 0.813 4.541
Se 0.005 2.599 -3.044
H -3.298 0.326 -3.782
Se 0.457 -2.090 -2.749
H 3.669 -2.196 -0.781
C 3.323 -1.380 -0.145
H -2.022 3.391 0.495
Se 1.799 1.947 -1.654
H -1.234 2.156 -0.452
C 1.602 -0.710 1.582
H -1.562 2.411 2.589
H 3.117 -0.982 3.064
H -4.865 -1.642 -2.857
C -1.303 1.787 1.733
C -3.977 -1.259 -2.383
C 2.243 -0.406 2.782
*
```

For the records above, the corresponding energy relative to the best compared isomer or geometry (same formula, charge and spin) values read 0.000, 0.237, 0.347, 1.526, 1.143, 1.041 eV.